Entry 1:
C10H22ClF3NO6S2 | ωB97M-V with the def2-TZVPD basis set

```
45
Properties=species:S:1:pos:R:3:forces:R:3:lowdin_charge:R:1
F -4.296445 2.670338 -2.969726 1.009 1.489 0.830 0.003
C -3.036362 2.938866 -2.377431 3.561 -3.318 -0.197 -0.588
F -2.801403 4.356590 -2.261720 -1.506 -1.109 -0.155 -0.027
F -3.175121 2.515981 -1.016151 -0.550 1.064 -1.391 -0.032
N -1.946556 2.222050 -2.915860 -3.115 2.082 -0.004 -0.045
C -2.018575 2.122996 -4.387516 0.849 -0.421 0.486 -0.313
C -2.156567 0.557265 -4.775162 0.908 0.629 -0.102 -0.250
C -1.048853 0.142602 -5.862042 -1.317 -0.120 0.251 -0.559
Cl 0.072468 -1.102644 -5.080764 -0.309 0.487 -0.692 0.421
H -2.806483 2.767922 -4.878456 0.591 -0.767 0.412 0.098
H -1.009587 2.499105 -4.785822 -1.175 -0.568 0.152 0.086
H -3.213629 0.291991 -5.104452 1.376 0.261 0.293 0.099
H -1.897644 -0.000585 -3.819935 -0.576 0.781 -1.211 0.073
H -1.559719 -0.362188 -6.740814 1.033 0.590 0.926 0.060
H -0.397011 1.011030 -6.175902 -0.834 -1.108 0.347 0.058
O 1.421344 0.406712 0.805540 -0.090 0.337 0.607 -0.277
S 1.623000 1.625245 1.543025 -0.136 1.059 -0.939 0.588
O 1.087681 1.809720 2.867253 0.121 -0.513 -0.315 -0.297
O 1.188938 2.874567 0.627352 1.039 -0.708 0.760 -0.268
C -0.133535 2.889555 0.059420 -1.343 0.025 -0.330 -0.250
C -1.179567 3.274909 1.087863 0.061 -0.035 0.415 -0.077
C 3.356068 1.981236 1.586104 0.066 0.079 -0.020 -0.129
H -0.367699 1.927388 -0.401739 0.144 0.085 -0.012 0.111
H -0.124206 3.632958 -0.739020 0.310 -0.167 0.040 0.120
H -1.278063 2.504559 1.856260 -0.005 0.021 -0.041 0.068
H -2.150870 3.405077 0.614375 0.193 -0.005 -0.083 0.059
H -0.902200 4.203199 1.595204 0.035 -0.008 -0.074 0.078
H 3.760087 1.886935 0.579842 -0.092 0.004 0.046 0.073
H 3.828247 1.258259 2.250666 -0.129 -0.016 -0.023 0.070
H 3.498740 2.989863 1.970725 -0.066 -0.064 -0.025 0.070
O 3.229967 -4.444023 2.939855 -0.426 -0.009 -0.306 -0.286
S 1.859966 -4.847573 2.768387 -0.629 0.223 0.393 0.594
O 1.238337 -4.888363 1.473760 0.567 0.046 0.405 -0.275
O 0.929989 -3.989043 3.767377 0.488 -0.946 -0.169 -0.270
C 1.006102 -2.558316 3.715128 -0.160 1.114 -0.296 -0.257
C 0.250244 -1.994513 2.527477 0.006 -0.206 -0.212 -0.070
C 1.625249 -6.417098 3.551558 -0.060 -0.001 0.136 -0.130
H 2.048709 -2.228520 3.713031 0.000 -0.217 -0.027 0.115
H 0.552841 -2.186647 4.636568 0.059 -0.377 0.059 0.121
H 0.729874 -2.273497 1.588235 -0.017 0.116 0.055 0.074
H 0.212769 -0.906202 2.575423 0.037 -0.096 0.063 0.057
H -0.769698 -2.385038 2.497979 0.044 0.039 0.108 0.088
H 2.054358 -6.380337 4.551273 -0.029 0.043 -0.070 0.070
H 2.135791 -7.168418 2.950182 0.006 0.142 -0.053 0.073
H 0.559027 -6.633914 3.592645 0.065 0.064 -0.035 0.072
```
Positions in Å, forces in eV/Å.

Output
Energy, eV: -66846.9629
Maximum force, Eh/bohr: 0.09473
E_HOMO, eV: -3.446
Charge: -1
LUMO, eV: 2.075

Entry 2:
C10H22F30Li2N5O31S10 | ωB97M-V with the def2-TZVPD basis set

```
110
Properties=species:S:1:pos:R:3:forces:R:3:lowdin_charge:R:1
Li -3.428028 -1.039124 -0.407658 -0.830 0.992 0.123 0.691
Li -2.682936 -4.525738 -3.193887 1.083 0.376 0.771 0.718
C -4.805842 -6.374864 -5.775839 2.307 1.274 -0.525 -0.712
F -5.366392 -7.335853 -6.411510 -0.810 -1.430 -1.021 0.197
F -4.691331 -5.296163 -6.586922 -0.102 -0.660 0.620 0.126
F -5.525911 -6.066725 -4.734824 -0.529 0.567 1.133 0.164
S -3.058623 -6.965771 -5.235565 0.140 -2.860 0.880 0.725
O -3.201387 -7.735479 -3.994125 -0.417 1.768 -1.053 -0.319
O -2.544308 -7.795931 -6.348741 -1.137 2.514 2.021 -0.287
N -2.294458 -5.437422 -4.794647 -2.709 -2.613 -1.054 -0.405
S -1.161770 -5.443679 -5.854638 5.150 1.821 -4.383 0.549
O -0.061834 -6.300716 -5.464086 -0.620 0.435 0.194 -0.296
O -1.527571 -5.509389 -7.285046 -0.082 0.607 2.590 -0.314
C -0.419944 -3.621095 -5.725422 0.979 -0.377 0.715 -0.577
F 0.659374 -3.429478 -6.551780 -1.196 -0.885 1.271 0.112
F -1.317472 -2.746510 -6.089209 -0.941 0.495 -0.264 0.146
F -0.064401 -3.309687 -4.430469 -0.090 -0.789 -1.598 0.075
C 7.587808 -0.376641 4.368825 -0.912 0.833 0.971 -0.624
F 8.267660 -1.344182 3.763306 -0.091 0.267 -0.112 0.130
F 8.458851 0.549916 4.851333 -0.265 -0.794 -0.150 0.097
F 6.786740 0.264225 3.515547 0.461 -0.627 0.158 0.137
S 6.576687 -1.136403 5.831782 0.160 -1.773 -0.126 0.639
O 7.434393 -2.150385 6.379739 0.657 0.093 -0.276 -0.329
O 6.188727 -0.093254 6.747024 0.124 -0.114 -1.105 -0.295
N 5.371604 -1.994108 5.029474 5.066 0.213 0.306 -0.302
S 4.108685 -1.226844 5.234462 -6.342 1.310 1.721 0.525
O 3.531861 -1.470499 6.576852 0.337 0.291 -2.065 -0.337
O 4.092953 0.142552 4.764973 -0.116 -0.458 -0.226 -0.313
C 2.952665 -2.205528 3.989284 1.024 2.013 1.507 -0.580
F 1.736024 -1.561355 3.970630 1.151 -1.257 -0.203 0.075
F 3.506174 -2.146389 2.767199 -0.771 -0.508 0.495 0.118
F 2.824426 -3.462146 4.426019 -0.403 0.370 -0.792 0.123
C 0.048604 -0.554823 -1.931057 1.627 -2.131 0.310 -0.599
F -0.919959 0.295733 -2.178143 -0.240 0.746 0.592 0.155
F 0.579838 -0.901321 -3.102183 -0.474 -0.197 0.074 0.137
F 1.054260 -0.110937 -1.169052 -1.895 0.036 -0.547 0.159
S -0.707270 -2.234319 -1.105968 0.219 1.572 -2.329 0.743
O -1.484398 -2.883830 -2.194970 -0.907 1.380 1.841 -0.399
O 0.455179 -2.971216 -0.745932 -1.109 -0.319 0.373 -0.274
N -1.703994 -1.524833 0.163204 1.658 -1.839 -4.266 -0.401
S -0.761354 -1.386979 1.402614 4.032 0.226 4.027 0.661
O -1.238793 -2.345118 2.395894 0.036 1.436 -0.293 -0.306
O 0.728116 -1.360838 1.229423 -4.270 0.490 0.067 -0.294
C -1.176155 0.435118 2.017696 2.483 -2.757 0.252 -0.647
F -0.230930 0.690814 2.936540 -0.575 0.346 -1.187 0.131
F -1.135076 1.244213 0.997291 -0.173 0.490 0.018 0.182
F -2.317330 0.433178 2.638901 -1.700 0.410 0.269 0.166
C 6.871794 4.687393 1.229415 -0.916 -0.355 0.368 -0.579
F 6.119236 4.640797 2.351630 1.620 0.121 -0.840 0.096
F 7.814822 5.682135 1.340339 -0.888 -1.321 -0.001 0.079
F 7.489793 3.478650 1.075802 -0.504 1.615 0.044 0.098
S 5.696207 5.175995 -0.214599 2.110 -1.582 -1.370 0.722
O 5.157848 6.427504 0.263907 -0.020 -0.761 -0.573 -0.321
O 6.670205 5.244789 -1.345653 -2.428 -0.649 1.867 -0.366
N 4.563597 3.747812 -0.339442 2.967 3.076 -0.544 -0.279
S 3.336457 4.302161 0.464035 -2.695 0.393 2.868 0.534
O 3.650715 4.621871 1.856334 -0.636 -0.410 -1.086 -0.342
O 2.467541 5.256165 -0.207013 0.487 -0.891 -0.084 -0.330
C 2.223948 2.716547 0.679406 2.329 1.477 -0.472 -0.650
F 1.654221 2.428982 -0.476021 -0.511 -0.511 -0.542 0.119
F 2.987381 1.673872 1.072417 -1.016 0.427 0.108 0.120
F 1.269875 3.015543 1.554218 0.155 -0.495 0.214 0.132
C -1.642428 4.946166 -0.455709 -1.893 0.745 0.183 -0.575
F -1.982971 4.801808 -1.750533 0.795 -0.316 0.383 0.101
F -1.665695 3.704683 0.136069 0.290 1.360 -0.579 0.079
F -0.467752 5.534793 -0.326052 -0.672 -0.862 -0.055 0.164
S -3.038124 6.156143 0.261945 0.318 -0.409 -0.842 0.665
O -3.129058 5.913852 1.654013 -0.344 -1.076 1.381 -0.315
O -2.535165 7.476908 -0.051847 -0.486 -1.157 -0.640 -0.311
N -4.530836 5.515546 -0.501372 3.675 0.930 2.193 -0.297
S -5.162821 6.675421 -1.290592 -1.390 1.566 -3.703 0.536
O -4.258803 7.550051 -2.055573 -1.433 -0.805 1.120 -0.358
O -6.236336 6.056724 -2.114578 0.812 1.389 1.903 -0.377
C -5.942254 7.964821 0.062425 0.533 -1.747 -2.641 -0.645
F -6.870491 7.328094 0.768109 -0.025 0.120 0.661 0.117
F -4.986570 8.464859 0.819424 -0.348 0.021 0.395 0.139
F -6.545617 8.957035 -0.603946 -0.007 0.237 0.162 0.105
O 3.368796 -1.234716 -2.618571 0.101 0.433 -0.801 -0.059
H 3.483681 -1.889185 -3.307559 0.065 -0.096 -0.154 0.022
H 3.298637 -1.745235 -1.811924 -0.077 -0.374 0.927 -0.022
O 0.678739 -5.673672 0.796060 0.510 -0.344 -0.303 -0.054
H 0.372801 -5.554012 -0.103007 -0.095 0.187 -0.232 -0.025
H -0.096732 -5.520356 1.335851 -0.325 0.109 0.601 -0.021
O -4.849002 -0.543966 1.142855 0.203 -0.721 -0.470 -0.070
H -5.697551 -0.952909 1.313074 -0.161 -0.161 -0.039 0.052
H -4.826649 0.214350 1.726536 0.297 0.807 -0.078 0.024
O 2.954622 -2.543637 -0.160751 0.867 -0.151 -0.373 -0.044
H 2.304765 -3.246397 -0.167650 -0.062 -0.078 0.184 0.019
H 2.597751 -1.892680 0.443502 -0.111 0.183 0.288 0.013
O -4.353434 2.540080 1.352183 -0.370 -0.929 -0.550 -0.041
H -3.408328 2.544242 1.200585 0.305 0.358 -0.161 0.006
H -4.443616 2.493647 2.303997 -0.069 0.560 0.497 -0.022
O 1.336483 1.115346 5.104991 -0.570 0.282 0.401 -0.053
H 2.067526 1.167393 4.489281 0.561 -0.098 -0.036 0.010
H 0.634904 0.692995 4.609375 0.193 -0.064 0.199 -0.013
O -1.046286 -4.961948 2.895785 -0.094 -0.948 0.030 -0.051
H -1.907011 -5.068218 3.300872 -0.118 -0.044 0.082 0.040
H -0.947115 -4.016072 2.787556 0.160 0.686 -0.035 -0.019
O -3.809095 0.411600 -1.901749 0.065 -0.836 0.321 -0.067
H -3.217278 0.366744 -2.652727 0.323 0.075 -0.379 0.028
H -4.274973 1.240409 -2.012502 -0.233 0.363 0.299 0.071
O -0.857377 -5.719122 -1.853290 -0.625 0.401 -0.003 -0.054
H -1.377539 -6.478044 -1.589265 -0.036 -0.447 0.163 0.056
H -0.103701 -6.092083 -2.310574 0.301 -0.066 -0.435 0.066
O -4.047626 2.799092 4.060720 -0.167 -0.199 0.056 -0.025
H -4.288961 2.965199 4.971985 -0.105 0.171 0.177 0.056
H -3.325832 2.172668 4.113969 0.420 -0.113 0.083 0.038
O -1.787679 0.717854 -5.224917 -0.330 -0.188 0.139 -0.045
H -0.940946 0.590926 -4.796938 0.313 -0.052 0.157 0.016
H -1.593856 1.272412 -5.980651 -0.003 0.182 -0.152 0.037
```
Positions in Å, forces in eV/Å.

Output
Energy, eV: -271933.6618
Maximum force, Eh/bohr: 0.13620
ΔE to the lowest compared entry with this formula, charge and spin, eV: 6.561
E_HOMO, eV: -3.147
Charge: -3
LUMO, eV: 2.442

Entry 3:
C10H22N3 | ωB97M-V with the def2-TZVPD basis set

```
35
Properties=species:S:1:pos:R:3:forces:R:3:lowdin_spin:R:1
C 0.076741 -1.646424 3.079178 -3.847 -1.611 -1.034 0.091
C -0.949201 -1.537899 2.035432 -2.195 1.817 8.616 0.674
C 1.159588 -0.939233 3.115323 1.095 -0.957 1.427 0.156
C -0.708148 -1.699681 0.730272 2.860 -1.234 -9.384 0.658
C 0.684387 1.511416 -0.473584 0.303 -0.099 -0.186 0.006
C 0.182202 0.333208 -2.660878 0.314 -1.189 2.243 0.001
C 2.826225 1.075584 -1.512718 1.245 0.878 0.580 0.000
C 2.468893 3.148762 -0.003179 -0.444 -0.741 0.556 0.000
C -1.606557 -2.185236 -1.553480 -2.443 0.694 0.181 0.041
C -2.825207 -0.647273 0.084702 0.381 -2.947 0.726 0.010
N -0.142444 0.829435 -1.275386 1.618 0.435 1.610 0.023
N 1.998730 1.877294 -0.623667 -1.751 -0.339 -0.020 0.005
N -1.477780 -1.236319 -0.380592 -2.545 -0.565 1.876 0.198
H -0.221468 -2.394586 3.846702 0.555 0.726 -0.150 0.019
H -1.948589 -1.235452 2.407972 0.551 -0.908 -0.269 0.029
H 1.803647 -1.162959 3.910385 1.250 0.242 0.878 0.010
H 1.324682 -0.159710 2.476069 0.719 1.770 -1.684 0.009
H 0.332330 -1.916111 0.402365 -0.776 -0.178 0.271 0.032
H 0.234810 1.769047 0.500780 0.171 0.280 -0.574 0.002
H -0.626811 0.745969 -3.230874 -0.381 -0.623 -0.802 0.000
H 1.124165 0.756361 -2.998771 -0.487 -0.206 -0.079 0.000
H 0.281898 -0.819788 -2.527421 -0.370 2.276 -1.029 0.000
H 3.919318 1.159531 -1.361127 -0.673 0.360 0.520 0.000
H 2.587236 0.052375 -1.375461 -0.304 -0.990 -0.049 0.000
H 2.653575 1.398717 -2.498826 0.150 0.146 -1.402 0.000
H 1.544073 3.741972 0.175351 1.043 -0.237 0.375 0.000
H 3.096143 2.908100 0.878438 -0.752 0.300 -0.118 0.000
H 3.131487 3.723200 -0.642961 -0.226 -0.164 -0.586 0.000
H -0.665607 -2.267830 -1.975848 1.890 -0.365 -0.781 0.002
H -1.961203 -3.287004 -1.405926 0.126 2.237 0.383 0.008
H -2.239250 -1.578876 -2.295526 0.672 -1.376 0.892 0.001
H -3.465315 -1.466877 0.602601 1.097 1.498 -0.693 0.006
H -2.619008 0.182522 0.721758 0.125 0.327 0.847 0.002
H -3.407545 -0.248925 -0.697285 -0.392 0.175 -1.422 0.001
H -0.910610 0.228645 -0.705469 1.419 0.569 -1.719 0.013
```
Positions in Å, forces in eV/Å.

Output
Energy, eV: -15183.3156
Maximum force, Eh/bohr: 0.19228
ΔE to the lowest compared entry with this formula, charge and spin, eV: 2.107
E_HOMO (spin up / spin down), eV: -7.923 / -12.903
Charge: +1
LUMO (spin up / spin down), eV: -2.831 / -5.150
2S+1: 3

Entry 4:
C10H22NO | ωB97M-V with the def2-TZVPD basis set

```
34
Properties=species:S:1:pos:R:3:forces:R:3:lowdin_charge:R:1
C 2.770822 1.809201 0.553822 1.529 0.297 3.191 -0.219
C 2.670370 0.563923 -0.377080 -2.253 1.347 -1.634 -0.056
C 1.929261 2.885930 0.214663 0.146 -2.822 -1.610 0.295
C 1.251202 -0.048154 -0.179590 0.822 -1.619 1.704 -0.319
C 0.972037 -3.021569 0.949301 1.201 0.280 1.309 -0.111
C -4.093365 0.239287 -0.014496 0.007 1.219 2.721 -0.098
C 0.898323 -1.268369 -0.998867 -1.128 -1.005 0.483 -0.166
C 1.486742 -2.570971 -0.405550 2.744 1.478 -1.117 -0.272
C -3.317877 1.579050 0.194289 -0.111 0.371 -0.692 -0.254
C -2.043875 1.516492 -0.555404 1.991 -1.822 -2.160 -0.223
N -1.030219 0.506436 -0.060445 -2.001 0.693 -2.368 -0.014
O 0.245502 0.954940 -0.336710 1.486 0.920 0.601 -0.118
H 2.638775 1.653861 1.645567 0.026 -0.923 -0.650 0.145
H 3.826525 2.120821 0.463114 -0.076 0.143 -0.338 0.162
H 2.854414 0.971214 -1.401545 -0.412 -0.549 0.455 0.147
H 3.483422 -0.082932 -0.175610 0.480 -0.860 0.505 0.117
H 1.048775 2.971497 0.776707 -1.037 1.445 0.657 0.097
H 2.187733 3.207734 -0.762081 -0.659 1.533 -0.769 0.116
H 1.321842 -0.496927 0.887028 -0.655 1.340 -1.083 0.154
H -0.085160 -3.116674 0.752152 -0.548 -0.306 0.753 0.064
H 1.169724 -2.288680 1.865498 -0.439 -1.507 -2.020 0.107
H 1.439074 -4.028155 1.213958 -0.813 1.360 -0.247 0.100
H -3.894585 -0.345553 -0.882184 -0.288 0.559 -1.510 0.060
H -3.651600 -0.478842 0.695787 -0.888 0.230 0.574 0.069
H -5.147355 0.556065 0.196964 0.728 -1.411 -0.298 0.093
H -0.214392 -1.429647 -1.003849 0.896 0.673 0.126 0.128
H 1.174716 -1.125016 -2.023627 0.358 -0.103 -0.696 0.115
H 1.265960 -3.313536 -1.168915 0.145 -0.371 0.193 0.109
H 2.632707 -2.380769 -0.462909 -1.577 -0.844 0.416 0.131
H -3.071191 1.854294 1.297781 -1.121 -0.308 -1.809 0.145
H -3.847833 2.387613 -0.437936 0.424 -0.844 1.762 0.142
H -2.285466 1.155770 -1.614474 0.411 0.891 1.176 0.145
H -1.499370 2.444339 -0.599875 0.019 0.682 -0.105 0.102
H -1.240621 0.272326 0.860597 0.593 -0.168 2.477 0.106
```
Positions in Å, forces in eV/Å.

Output
Energy, eV: -14251.5602
Maximum force, Eh/bohr: 0.06905
ΔE to the lowest compared entry with this formula, charge and spin, eV: 4.734
E_HOMO (spin up / spin down), eV: -12.158 / -12.424
Charge: +1
LUMO (spin up / spin down), eV: -6.769 / -6.430